Entry from OMol25: a 7-piece molecular cluster, H14O6S overall (the ωB97M-V functional and the def2-TZVPD basis).

Last column: Löwdin charge in e.
Element x y z (Å)
1 S 1.92 -2.20 1.21  1.083
2 H 2.15 -1.38 2.26  -0.079
3 H 0.56 -2.05 1.16  -0.074
4 H 0.80 -2.36 -2.58  0.042
5 H 0.96 -0.94 -2.90  0.033
6 O 0.26 -1.58 -2.76  -0.031
7 H 1.65 1.50 2.93  0.064
8 H 0.44 1.51 2.00  0.035
9 O 1.21 0.99 2.24  -0.068
10 H 1.95 0.77 -0.59  0.050
11 H 0.80 -0.20 -1.02  -0.008
12 O 1.22 0.65 -1.19  -0.033
13 H -0.72 2.90 -0.92  0.059
14 H -0.53 1.48 -0.34  -0.022
15 O -1.12 2.23 -0.36  -0.052
16 H -2.18 -0.33 0.91  0.040
17 H -1.28 0.02 2.19  0.014
18 O -1.33 -0.40 1.36  -0.056
19 H -2.25 0.61 -1.17  0.021
20 H -1.92 -0.92 -1.32  0.016
21 O -2.58 -0.29 -1.08  -0.033

For the orbital gap (spin up / spin down), the calculation gives 0.3561 / 0.1436 Ha. As for the relative energy (zero: lowest compared OMol25 entry of this formula, charge and spin): 27.49 kJ/mol. Its net charge is +1. The lowest unoccupied orbital energy (spin up / spin down) comes out at -4.4227 / -10.2035 eV. As for the spin multiplicity: 2.

=====

Entry from OMol25: a 2-piece molecular cluster, C5H8N2O2 overall (the ωB97M-V functional and the def2-TZVPD basis).

Last column: Löwdin charge in e.
Element x y z (Å)
1 C 2.14 -0.15 -0.81  -0.067
2 C 1.55 -1.29 -0.56  -0.080
3 C 0.58 0.22 0.81  -0.022
4 C -2.43 0.42 -0.83  -0.095
5 C -2.06 0.65 0.38  -0.154
6 N 1.54 0.75 0.01  -0.195
7 N 0.59 -1.03 0.35  -0.170
8 O -0.25 -2.04 0.92  -0.010
9 O 1.88 2.05 0.17  0.021
10 H 3.12 0.05 -1.37  0.156
11 H 1.66 -2.35 -0.69  0.130
12 H -3.15 -0.41 -0.92  0.057
13 H -1.08 -1.53 1.30  0.126
14 H -2.36 1.04 -1.74  0.060
15 H -2.34 -0.20 1.07  0.057
16 H -1.52 1.52 0.81  0.061
17 H 2.12 2.31 1.08  0.124

For the orbital gap, the calculation gives 0.3498 Ha. As for the relative energy (zero: lowest compared OMol25 entry of this formula, charge and spin): 761.50 kJ/mol. The lowest unoccupied orbital energy comes out at 0.8347 eV. As for the spin multiplicity: 1.

=====

Entry from OMol25: C16H25DyF5N3OS2 as an isolated structure (the ωB97M-V functional and the def2-TZVPD basis).

Last column: Löwdin charge in e.
Element x y z (Å)
1 Dy 8.50 -0.49 17.20  1.556
2 C 8.07 -0.13 20.37  -0.189
3 C 8.55 1.19 19.80  -0.177
4 N 9.59 1.03 18.72  -0.153
5 C 10.88 0.57 19.19  -0.198
6 C 11.38 -0.58 18.37  -0.167
7 N 10.32 -1.67 18.26  -0.175
8 C 9.96 -2.36 19.55  -0.150
9 C 8.45 -2.44 19.68  -0.182
10 N 7.71 -1.17 19.41  -0.161
11 H 7.24 0.18 21.07  0.168
12 H 8.93 -0.43 21.00  0.123
13 H 8.90 1.88 20.57  0.146
14 H 7.73 1.73 19.36  0.101
15 H 9.67 1.91 18.26  0.127
16 H 10.85 0.26 20.27  0.135
17 H 11.59 1.41 19.28  0.154
18 H 12.34 -0.97 18.71  0.142
19 H 11.43 -0.25 17.28  0.092
20 H 10.71 -2.37 17.63  0.130
21 H 10.42 -1.78 20.32  0.100
22 H 10.42 -3.38 19.65  0.161
23 H 8.16 -2.82 20.69  0.149
24 H 8.02 -3.18 18.99  0.132
25 H 6.71 -1.35 19.42  0.144
26 F 7.44 -4.47 11.63  0.162
27 C 7.96 -3.49 12.36  -0.105
28 C 7.78 -3.46 13.75  -0.155
29 F 7.20 -4.47 14.37  0.158
30 C 8.33 -2.44 14.47  -0.222
31 F 8.05 -2.49 15.86  -0.086
32 C 9.11 -1.45 13.95  -0.575
33 S 9.89 -0.27 14.95  0.618
34 C 9.32 -1.48 12.57  -0.213
35 F 10.12 -0.58 12.00  0.112
36 C 8.75 -2.50 11.80  -0.132
37 F 8.98 -2.53 10.50  0.173
38 C 4.12 3.79 15.98  -0.129
39 C 4.62 2.52 16.60  -0.416
40 S 6.27 2.26 16.07  1.048
41 O 6.85 1.03 16.84  -0.737
42 C 6.07 1.47 14.42  -0.347
43 C 5.52 0.09 14.49  -0.089
44 H 3.19 4.14 16.40  0.087
45 H 3.86 3.57 14.91  0.099
46 H 4.81 4.63 16.08  0.088
47 H 3.99 1.63 16.33  0.116
48 H 4.69 2.67 17.70  0.115
49 H 7.03 1.65 13.94  0.097
50 H 5.45 2.20 13.90  0.097
51 H 6.22 -0.54 15.02  0.040
52 H 5.40 -0.18 13.45  0.106
53 H 4.56 0.11 14.98  0.082

For the orbital gap (spin up / spin down), the calculation gives 0.2852 / 0.2786 Ha. As for the relative energy (zero: lowest compared OMol25 entry of this formula, charge and spin): 0.00 kJ/mol. Its net charge is +2. The lowest unoccupied orbital energy (spin up / spin down) comes out at -5.9301 / -6.1131 eV. As for the spin multiplicity: 6.

=====

Entry from OMol25: C34H39AsN4S2Ta as an isolated structure (the ωB97M-V functional and the def2-TZVPD basis).

Last column: Löwdin charge in e.
Element x y z (Å)
1 Ta 0.28 0.23 0.57  1.249
2 C 2.48 2.46 1.56  -0.041
3 N 1.97 1.13 2.06  -0.268
4 C 1.34 1.35 3.40  -0.175
5 C -0.06 1.84 3.35  -0.102
6 N -0.96 0.87 2.54  -0.220
7 C -1.46 -0.29 3.37  -0.048
8 C -2.13 1.68 2.14  -0.318
9 C -3.36 1.78 2.85  -0.001
10 C -4.31 2.75 2.57  -0.002
11 C -4.04 3.63 1.52  -0.029
12 C -2.85 3.58 0.83  -0.069
13 C -1.94 2.52 1.04  -0.527
14 S -0.45 2.37 0.06  0.723
15 C 3.02 0.12 2.16  -0.311
16 C 3.81 0.13 3.32  -0.011
17 C 4.81 -0.81 3.42  0.006
18 C 4.93 -1.76 2.38  -0.013
19 C 4.24 -1.70 1.17  -0.040
20 C 3.28 -0.69 1.04  -0.594
21 S 2.36 -0.38 -0.36  0.713
22 H 3.38 2.71 2.18  0.137
23 H 1.72 3.22 1.68  0.068
24 H 2.85 2.30 0.56  0.080
25 H 1.88 2.06 3.98  0.134
26 H 1.51 0.48 4.04  0.131
27 H -0.20 2.77 2.80  0.110
28 H -0.43 2.05 4.34  0.152
29 H -1.89 0.07 4.31  0.100
30 H -0.58 -0.91 3.76  0.111
31 H -2.25 -0.90 2.97  0.093
32 H -3.43 1.12 3.69  0.102
33 H -5.20 2.74 3.22  0.140
34 H -4.66 4.51 1.27  0.142
35 H -2.70 4.25 0.03  0.110
36 H 3.67 0.73 4.17  0.114
37 H 5.42 -0.89 4.34  0.143
38 H 5.69 -2.44 2.49  0.095
39 H 4.37 -2.37 0.37  0.115
40 N -1.93 -0.38 -0.05  -0.020
41 C -2.18 -1.78 -0.08  -0.244
42 C -3.15 -2.46 -0.83  0.023
43 C -3.36 -3.83 -0.69  -0.005
44 C -2.51 -4.54 0.18  0.048
45 C -1.49 -3.82 0.85  -0.104
46 C -0.49 -4.47 1.63  0.058
47 C 0.47 -3.79 2.31  0.024
48 C 0.60 -2.40 2.06  -0.099
49 N -0.20 -1.77 1.26  -0.074
50 C -1.28 -2.42 0.74  -0.193
51 H -2.17 0.08 -0.96  0.045
52 H -2.61 0.06 0.57  0.112
53 H -3.74 -1.98 -1.64  0.145
54 H -4.12 -4.38 -1.26  0.143
55 H -2.59 -5.61 0.34  0.136
56 H -0.57 -5.54 1.80  0.145
57 H 1.15 -4.33 2.93  0.127
58 H 1.41 -1.82 2.44  0.106
59 C -1.53 0.62 -2.85  -0.213
60 As 0.23 0.05 -2.16  0.999
61 C 0.43 -1.72 -2.87  -0.230
62 C 1.47 1.31 -3.14  -0.243
63 C 1.15 1.22 -4.64  -0.323
64 C 1.73 0.27 -5.49  -0.058
65 C 1.35 0.21 -6.82  -0.049
66 C 0.41 1.11 -7.31  -0.071
67 C -0.09 2.06 -6.52  -0.072
68 C 0.30 2.15 -5.18  -0.075
69 H -1.32 0.91 -3.85  0.024
70 H -2.01 1.42 -2.25  0.044
71 H -2.23 -0.15 -2.87  0.013
72 H 0.72 -1.59 -3.91  0.035
73 H -0.54 -2.23 -2.70  0.050
74 H 1.21 -2.17 -2.26  0.011
75 H 2.49 1.13 -2.79  0.061
76 H 1.17 2.28 -2.67  0.077
77 H 2.56 -0.42 -5.12  0.144
78 H 1.74 -0.55 -7.44  0.109
79 H 0.28 1.16 -8.39  0.134
80 H -0.76 2.81 -6.99  0.138
81 H -0.14 2.95 -4.60  0.120

For the orbital gap, the calculation gives 0.2155 Ha. Its net charge is +3. The lowest unoccupied orbital energy comes out at -9.9233 eV. As for the spin multiplicity: 1.

=====

Entry from OMol25: C17H20IrN5O3S5Sb as an isolated structure (the ωB97M-V functional and the def2-TZVPD basis).

Last column: Löwdin charge in e.
Element x y z (Å)
1 Ir -0.05 1.06 0.81  0.532
2 C -0.26 1.54 5.78  -0.040
3 N 0.76 0.86 4.98  -0.101
4 C 1.52 -0.21 5.40  -0.028
5 C 2.27 -0.61 4.36  -0.045
6 N 1.96 0.24 3.29  -0.020
7 C 0.99 1.12 3.69  -0.714
8 S 0.19 2.30 2.76  0.615
9 C 2.64 0.16 2.05  -0.251
10 C 4.00 -0.13 2.08  0.002
11 C 4.66 -0.37 0.88  -0.050
12 C 3.93 -0.28 -0.30  -0.038
13 C 2.60 0.08 -0.23  -0.084
14 N 1.97 0.31 0.92  -0.018
15 H -0.41 0.97 6.69  0.092
16 H -1.19 1.56 5.20  -0.024
17 H 0.07 2.55 6.02  0.093
18 H 1.43 -0.62 6.39  0.124
19 H 2.92 -1.45 4.25  0.124
20 H 4.52 -0.16 3.02  0.114
21 H 5.71 -0.61 0.88  0.109
22 H 4.38 -0.47 -1.26  0.108
23 H 2.00 0.20 -1.11  0.103
24 S -3.50 0.90 4.29  -0.238
25 Sb -3.06 0.13 2.19  -0.143
26 S -0.80 -0.76 2.04  0.005
27 S -2.26 1.87 0.70  -0.045
28 S -4.61 -1.19 1.22  -0.262
29 C -3.68 -0.07 -2.57  -0.072
30 C -2.73 -0.86 -3.46  -0.175
31 C -1.27 -0.40 -3.34  -0.290
32 C -0.34 -1.16 -4.33  -0.167
33 C -0.38 -2.68 -4.27  -0.090
34 C -1.17 1.05 -3.79  -0.408
35 O -1.63 1.45 -4.84  0.096
36 N -0.45 1.91 -2.98  0.227
37 C -0.10 1.61 -1.68  -0.627
38 O 0.40 2.48 -0.94  -0.081
39 N -0.27 0.39 -1.18  -0.024
40 C -0.80 -0.66 -1.90  -0.430
41 O -0.87 -1.78 -1.44  0.089
42 H -4.70 -0.42 -2.70  0.077
43 H -3.66 1.00 -2.81  0.078
44 H -3.43 -0.18 -1.51  0.030
45 H -3.02 -0.78 -4.51  0.120
46 H -2.76 -1.91 -3.18  0.114
47 H 0.69 -0.82 -4.17  0.120
48 H -0.63 -0.83 -5.33  0.115
49 H -0.12 -3.05 -3.28  0.068
50 H 0.32 -3.09 -5.00  0.070
51 H -1.37 -3.06 -4.52  0.073
52 H -0.41 2.88 -3.25  0.166

For the orbital gap, the calculation gives 0.2163 Ha. As for the relative energy (zero: lowest compared OMol25 entry of this formula, charge and spin): 65.01 kJ/mol. Its net charge is -1. The lowest unoccupied orbital energy comes out at 1.8160 eV. As for the spin multiplicity: 1.

=====

Entry from OMol25: C42H50FI2MoN10O4PSeSi as an isolated structure (the ωB97M-V functional and the def2-TZVPD basis).

Last column: Löwdin charge in e.
Element x y z (Å)
1 Mo -1.08 -0.28 -1.46  1.279
2 I 3.51 1.28 -3.28  0.954
3 C 2.74 -0.65 -3.16  -0.624
4 C 3.49 -1.76 -3.60  -0.208
5 C 3.00 -3.03 -3.47  -0.660
6 I 4.17 -4.62 -4.15  0.923
7 C 1.73 -3.25 -2.89  -0.197
8 C 1.15 -4.52 -2.62  -0.020
9 C -0.06 -4.59 -2.00  -0.023
10 C -0.75 -3.41 -1.65  -0.093
11 N -0.24 -2.23 -1.91  -0.015
12 C 0.98 -2.13 -2.50  -0.158
13 C 1.49 -0.80 -2.62  -0.431
14 O 0.75 0.21 -2.17  -0.321
15 H 4.47 -1.60 -4.04  0.082
16 H 1.68 -5.42 -2.90  0.069
17 H -0.51 -5.55 -1.76  0.112
18 H -1.72 -3.43 -1.18  0.102
19 C 0.27 -1.79 6.24  -0.043
20 C 1.54 -2.37 5.63  -0.303
21 C 2.78 -1.86 6.35  -0.147
22 C 4.02 -2.54 5.79  -0.125
23 C 4.09 -2.34 4.30  -0.134
24 C 5.31 -2.38 3.65  0.054
25 C 5.37 -2.19 2.27  -0.255
26 F 6.57 -2.25 1.67  0.071
27 C 4.25 -1.92 1.54  0.043
28 C 3.01 -1.87 2.18  -0.054
29 C 1.82 -1.59 1.35  -0.296
30 O 1.93 -1.42 0.14  0.054
31 C 0.57 -1.59 2.09  -0.024
32 C 0.57 -1.85 3.43  0.015
33 N 1.67 -2.06 4.18  0.031
34 C 2.93 -2.08 3.56  -0.077
35 C -0.78 -1.39 1.48  -0.550
36 O -1.79 -1.78 2.00  0.083
37 O -0.73 -0.72 0.34  -0.330
38 H 0.34 -1.90 7.32  0.088
39 H -0.63 -2.30 5.91  0.083
40 H 0.18 -0.73 6.00  0.093
41 H 1.51 -3.46 5.73  0.158
42 H 2.67 -2.06 7.41  0.123
43 H 2.85 -0.78 6.21  0.123
44 H 3.98 -3.61 6.02  0.129
45 H 4.92 -2.14 6.26  0.122
46 H 6.22 -2.58 4.20  0.134
47 H 4.29 -1.76 0.47  0.138
48 H -0.39 -1.89 3.93  0.130
49 N -1.57 -0.23 -3.40  -0.030
50 C -1.86 -0.20 -4.52  -0.146
51 C -2.24 -0.12 -5.84  -0.264
52 C -1.51 -0.82 -6.85  -0.228
53 N -0.92 -1.39 -7.65  0.133
54 C -3.35 0.71 -6.17  -0.243
55 N -4.27 1.37 -6.40  0.146
56 C -6.07 0.03 -2.96  -0.221
57 Si -5.17 -1.47 -2.34  0.148
58 C -4.50 -2.47 -3.76  -0.207
59 C -6.22 -2.50 -1.21  -0.236
60 Se -3.47 -0.82 -0.94  0.410
61 H -7.01 -0.26 -3.44  0.039
62 H -5.46 0.56 -3.70  0.013
63 H -6.30 0.71 -2.14  0.031
64 H -5.29 -3.08 -4.22  0.040
65 H -3.70 -3.13 -3.43  0.024
66 H -4.11 -1.81 -4.53  0.010
67 H -7.27 -2.49 -1.51  0.033
68 H -6.15 -2.12 -0.19  0.018
69 H -5.87 -3.54 -1.20  0.032
70 C 3.81 1.08 0.71  -0.078
71 C 3.27 2.45 1.09  -0.198
72 N 2.12 2.40 1.98  -0.083
73 C 2.31 2.85 3.36  -0.213
74 C 2.88 1.77 4.27  -0.068
75 C 0.90 2.04 1.49  -0.417
76 C -0.22 1.84 2.49  -0.012
77 N 0.62 1.81 0.26  0.109
78 H 4.71 1.19 0.09  0.076
79 H 3.08 0.49 0.15  0.045
80 H 4.08 0.51 1.61  0.059
81 H 3.01 3.01 0.19  0.110
82 H 4.05 3.02 1.60  0.116
83 H 1.37 3.22 3.75  0.104
84 H 3.00 3.70 3.34  0.117
85 H 2.23 0.89 4.30  0.052
86 H 2.98 2.16 5.29  0.077
87 H 3.87 1.45 3.93  0.075
88 H -0.58 2.79 2.90  0.087
89 H 0.10 1.21 3.32  0.073
90 H -1.05 1.35 1.98  0.073
91 H 1.42 1.87 -0.38  0.026
92 C -1.55 5.22 -1.28  -0.184
93 N -2.67 4.53 -0.62  -0.145
94 C -3.79 4.46 -1.56  -0.185
95 N -3.44 3.83 -2.83  -0.138
96 C -2.31 4.54 -3.42  -0.180
97 N -1.14 4.61 -2.54  -0.143
98 C -0.52 3.30 -2.33  -0.292
99 P -1.68 2.12 -1.50  0.928
100 C -2.28 3.22 -0.12  -0.287
101 C -3.13 2.42 -2.64  -0.313
102 H -0.70 5.24 -0.60  0.127
103 H -1.87 6.24 -1.48  0.125
104 H -4.13 5.48 -1.76  0.127
105 H -4.60 3.90 -1.09  0.128
106 H -2.62 5.55 -3.66  0.127
107 H -2.03 4.03 -4.35  0.130
108 H 0.37 3.43 -1.71  0.073
109 H -0.20 2.87 -3.28  0.093
110 H -1.47 3.33 0.60  0.061
111 H -3.12 2.73 0.37  0.097
112 H -4.00 1.90 -2.23  0.050
113 H -2.92 1.98 -3.61  0.062

For the orbital gap (spin up / spin down), the calculation gives 0.2420 / 0.2557 Ha. As for the relative energy (zero: lowest compared OMol25 entry of this formula, charge and spin): 98.69 kJ/mol. The lowest unoccupied orbital energy (spin up / spin down) comes out at -1.0812 / -1.0303 eV. As for the spin multiplicity: 3.

=====

Entry from OMol25: a 2-piece molecular cluster, C2H2O2S2 overall (the ωB97M-V functional and the def2-TZVPD basis).

Last column: Löwdin charge in e.
Element x y z (Å)
1 C -1.11 -0.07 -1.03  -0.349
2 C 0.00 0.06 -0.48  0.026
3 O -1.87 -3.37 -1.95  -0.581
4 O -2.11 0.04 -1.61  0.109
5 S -3.06 -2.69 -1.50  0.377
6 S -3.30 -2.94 0.33  0.254
7 H 0.05 0.99 0.03  0.080
8 H 0.63 -0.81 -0.33  0.084

For the orbital gap, the calculation gives 0.3005 Ha. As for the relative energy (zero: lowest compared OMol25 entry of this formula, charge and spin): 188.83 kJ/mol. The lowest unoccupied orbital energy comes out at -1.6409 eV. As for the spin multiplicity: 1.

=====

no.,electronic energy (eV)
1,-23337.8158
2,-12383.0431
3,-82843.3544
4,-125888.7944
5,-95106.8652
6,-170747.9339
7,-27869.6489